[1]
15
Properties=species:S:1:pos:R:3 method="wB97M-V/def2-TZVPD" e_homo_ev=-8.81 total_energy_ev=-19101.4210 smiles=C[C@]1(S)NNCO1
C -1.0215 0.7399 -1.4336
C -0.3114 0.3509 -0.2073
S -0.0371 2.0608 0.8621
N 1.0412 -0.0495 -0.3334
N 1.2411 -1.0643 0.7180
C -0.0492 -1.3980 1.1413
O -1.0067 -0.5310 0.5309
H -2.0852 1.1474 -1.3644
H -1.0226 -0.0319 -2.1717
H -0.4644 1.6388 -1.7373
H 1.2070 1.8582 0.5950
H 1.0539 -0.4667 -1.2514
H 1.9189 -0.6068 1.4451
H -0.3283 -2.4550 0.9942
H -0.1357 -1.1929 2.2126

[2]
54
Properties=species:S:1:pos:R:3 method="wB97M-V/def2-TZVPD" e_homo_ev=-8.60 total_energy_ev=-125513.5609
Pb -0.2183 0.4507 0.0369
C -2.0052 -1.4625 -3.8929
C -1.5855 -1.1327 -2.4944
N -0.8759 -0.0992 -2.2351
N -0.3588 0.6756 -3.1581
C 0.0147 1.8969 -2.8539
N 0.7262 2.5561 -3.7810
S -0.4130 2.7263 -1.4107
C -1.9971 -1.9795 -1.3647
C -2.5942 -3.2237 -1.5467
C -3.0146 -3.9346 -0.4354
C -2.8460 -3.3890 0.8282
C -2.2158 -2.1600 0.9254
N -1.7884 -1.4962 -0.1390
H -1.9230 -0.5722 -4.5102
H -3.0332 -1.8216 -3.9113
H -1.3569 -2.2337 -4.3180
H 1.1011 2.0377 -4.5586
H 1.1693 3.4167 -3.5145
H -2.7208 -3.6335 -2.5384
H -3.4843 -4.9018 -0.5555
H -3.1898 -3.9040 1.7133
H -2.0526 -1.6838 1.8852
Cl 0.1636 -0.6666 3.2146
C 0.9414 -1.7378 2.1172
C 0.9611 -1.4246 0.7755
C 1.6108 -2.2457 -0.1242
Cl 1.7356 -1.8131 -1.7810
C 2.2165 -3.4242 0.3207
Cl 3.0152 -4.4546 -0.7911
C 2.1724 -3.7566 1.6741
Cl 2.8939 -5.2109 2.2231
C 1.5460 -2.9034 2.5812
Cl 1.5212 -3.2859 4.2521
O -3.6990 2.7062 1.3567
C -2.6414 2.1195 1.2226
O -2.4070 0.9797 0.7050
C -1.3829 2.8214 1.8038
C -1.4872 4.0769 2.3815
C -0.3363 4.6525 2.8976
C 0.8639 3.9539 2.8505
C 0.8808 2.7018 2.2647
N -0.2318 2.1740 1.7504
H -2.4521 4.5597 2.3955
H -0.3748 5.6422 3.3348
H 1.7743 4.3749 3.2521
H 1.7852 2.1065 2.1995
F 4.4387 1.8940 -1.6140
C 4.1478 2.0261 -0.3081
F 3.8488 3.3274 -0.0921
F 5.2525 1.7510 0.3848
C 2.9309 1.1411 0.1120
O 2.9936 0.5635 1.1900
O 1.9806 1.2190 -0.7200

[3]
41
Properties=species:S:1:pos:R:3 method="wB97M-V/def2-TZVPD" e_homo_ev=-8.80 total_energy_ev=-48662.6579 smiles="CC1(C)CNC(=O)c2sc(Nc3ccc(I)cc3F)c(C(=O)O)c2C1"
C -0.9269 2.0628 3.8948
C -1.2880 0.7211 3.2452
C -2.6634 0.3288 3.6346
C -0.4435 -0.3539 3.9326
N 0.9681 -0.2812 3.4891
C 1.4924 -0.5236 2.2431
O 2.6529 -0.9803 2.1492
C 0.6112 -0.6525 1.0873
S 0.7909 -1.9811 -0.0865
C -0.7713 -1.9272 -0.8066
N -1.2540 -2.6456 -1.8902
C -0.4565 -2.3775 -3.0064
C 0.5980 -3.1988 -3.2353
C 1.5049 -3.0520 -4.2987
C 1.1358 -2.2295 -5.3103
I 2.1543 -2.3653 -7.2497
C 0.0493 -1.4319 -5.2412
C -0.7338 -1.4175 -4.0299
F -1.7894 -0.5590 -3.7779
C -1.4348 -0.8433 -0.2073
C -2.6772 -0.4740 -0.8108
O -3.5891 -1.1599 -0.8050
O -2.6604 0.7382 -1.2855
C -0.6592 -0.0950 0.8666
C -1.0545 1.0125 1.6800
H -1.6794 2.8717 3.4983
H -1.1450 1.9652 4.9454
H 0.1367 2.3890 3.8940
H -2.9183 -0.6423 3.1548
H -3.4095 0.9987 3.2699
H -2.7759 0.3688 4.6498
H -0.4727 -0.2284 5.0584
H -0.9146 -1.3331 3.5987
H 1.5505 -0.7875 4.1404
H -2.2796 -2.3360 -2.0524
H 0.8244 -3.9885 -2.4772
H 2.4030 -3.7124 -4.3715
H -0.2588 -0.7794 -6.0088
H -3.6300 0.8555 -1.5125
H -2.0294 1.3728 1.3060
H -0.4294 1.9431 1.5047

[4]
65
Properties=species:S:1:pos:R:3 method="wB97M-V/def2-TZVPD" e_homo_ev=-3.95 total_energy_ev=-229896.4253 total_charge=-1
C 4.6520 1.7795 0.6132
C 5.0262 2.8250 0.1732
C 5.0681 4.2596 -0.2040
C 3.9257 4.6462 -1.1804
C 2.5304 4.3759 -0.5657
P 1.5127 3.0311 -1.4514
P 0.1819 4.5324 -2.4904
N 0.8240 5.9841 -2.7406
P 0.1459 2.9772 0.4134
N 0.3542 1.6523 1.2835
P 0.2482 1.3423 -2.3026
N 1.0335 -0.0528 -2.2553
H 4.2410 0.8994 1.0449
H 6.0477 4.4249 -0.6771
H 5.0477 4.9027 0.6821
H 4.0210 5.7158 -1.4056
H 4.1123 4.1057 -2.1165
H 1.9842 5.3191 -0.4235
H 2.7124 4.0024 0.4567
H 2.3649 2.0262 -0.8316
H 2.3727 3.0211 -2.6329
H -0.1402 3.9770 -3.7658
H -1.0552 4.5871 -1.7570
H 0.8420 6.1219 -3.7473
H 0.4885 4.0972 1.2248
H -1.2330 3.1038 0.0606
H 1.0380 1.0503 0.8334
H -0.9139 1.2444 -1.4901
H -0.0911 1.6448 -3.6515
H 1.1328 -0.4290 -3.1930
C -3.6048 -0.4879 -3.5337
Cl -2.8374 0.9927 -2.9527
Cl -2.6923 -1.2145 -4.8634
H -3.6535 -1.1969 -2.7138
H -4.6042 -0.2531 -3.8838
C 0.2027 -2.7791 -0.0030
Cl -1.3543 -1.9601 -0.2228
Cl 1.4756 -1.6856 0.5350
H 0.0809 -3.5540 0.7473
H 0.4988 -3.2174 -0.9504
C -3.2841 0.5747 2.1652
Cl -3.0909 0.8930 0.4471
Cl -4.7932 -0.2996 2.5029
H -2.4464 -0.0268 2.5027
H -3.3013 1.5189 2.6973
C 2.9987 -4.8457 -1.5163
Cl 4.2657 -4.3608 -2.6476
Cl 1.4358 -5.0176 -2.3300
H 3.2684 -5.7963 -1.0767
H 2.9095 -4.0874 -0.7431
C 5.3836 -7.9983 0.4322
Cl 4.0521 -8.7548 -0.4524
Cl 5.0255 -6.3147 0.8261
H 5.5473 -8.5457 1.3537
H 6.2752 -8.0301 -0.1841
C -8.5490 -0.6919 3.3999
Cl -7.5979 -2.1804 3.3549
Cl -9.6471 -0.6614 4.7855
H -7.8704 0.1514 3.4710
H -9.1328 -0.6248 2.4890
C -4.7571 -3.4881 5.5393
Cl -5.4746 -4.4070 6.8714
Cl -3.5812 -2.3079 6.1262
H -4.2557 -4.1776 4.8693
H -5.5470 -2.9645 5.0123